Formula: C31H24BrCl3LaN7O5S2
Source: the Open Molecules 2025 dataset
Level of theory: ωB97M-V/def2-TZVPD

## Properties
- HOMO-LUMO gap: 6.4 eV
- Net charge: 0
- Energy relative to the best compared isomer or geometry (same formula, charge and spin): 0.0 kcal per mole

CARTESIAN COORDINATES (ANGSTROEM)
La 0.000 0.000 0.000
O 3.174 -0.290 -5.296
C 3.083 0.999 -4.896
O 3.551 1.887 -5.605
C 2.451 1.303 -3.613
C 2.406 2.592 -3.098
N 1.752 2.528 -1.911
N 1.359 1.299 -1.581
C 1.750 0.539 -2.625
C 1.446 -0.917 -2.711
O 1.974 -1.544 -3.688
O 0.686 -1.404 -1.826
H 2.723 -0.931 -4.668
H 2.780 3.526 -3.492
H 1.532 3.283 -1.272
C -0.474 2.123 4.706
N -1.214 2.398 3.492
C -2.498 2.878 3.481
C -2.879 3.086 2.219
N -1.856 2.746 1.338
C -0.717 2.320 2.141
S 0.872 1.952 1.765
C -1.977 2.797 -0.085
C -2.844 3.736 -0.656
C -3.025 3.775 -2.040
C -2.349 2.868 -2.838
C -1.521 1.959 -2.213
N -1.337 1.906 -0.875
H -1.153 2.059 5.562
H 0.248 2.928 4.870
H 0.062 1.175 4.605
H -3.065 3.032 4.387
H -3.848 3.424 1.888
H -3.359 4.471 -0.048
H -3.684 4.515 -2.485
H -2.460 2.870 -3.916
H -0.962 1.222 -2.782
C -7.210 3.506 -3.657
C -8.245 3.062 -2.659
O -8.811 3.834 -1.894
S -8.573 1.330 -2.610
C -6.956 0.721 -2.181
C -6.241 -0.051 -3.102
C -4.942 -0.473 -2.807
C -4.353 -0.131 -1.585
C -5.081 0.611 -0.649
C -6.380 1.032 -0.945
C -3.000 -0.515 -1.307
C -1.866 -0.814 -1.090
H -6.212 3.419 -3.219
H -7.392 4.552 -3.920
H -7.266 2.915 -4.575
H -6.680 -0.318 -4.062
H -4.391 -1.058 -3.542
H -4.640 0.875 0.311
H -6.929 1.616 -0.208
Cl 5.303 0.075 2.711
C 4.612 -1.298 1.807
Cl 4.450 -2.703 2.892
Cl 5.686 -1.716 0.447
C 3.287 -0.925 1.288
N 2.239 -0.630 0.877
Br -0.450 -6.307 3.401
C -0.332 -4.647 2.505
C -0.371 -4.607 1.118
C -0.281 -3.368 0.511
N -0.158 -2.207 1.190
C -0.123 -2.286 2.538
C -0.206 -3.475 3.240
H -0.468 -5.506 0.521
H -0.305 -3.271 -0.571
H -0.024 -1.336 3.055
H -0.173 -3.478 4.323
H -1.472 0.173 1.730

Formula: C31H24BrMoN2O4Sb
Source: the Open Molecules 2025 dataset
Level of theory: ωB97M-V/def2-TZVPD

## Properties
- HOMO-LUMO gap: 5.9 eV
- Net charge: +4

CARTESIAN COORDINATES (ANGSTROEM)
Mo 1.346 -0.116 0.698
C 1.273 -4.896 -2.306
C 1.987 -3.950 -1.390
C 3.278 -4.204 -0.915
C 3.929 -3.324 -0.051
C 3.239 -2.193 0.286
Br 3.853 -0.824 1.457
N 2.000 -1.903 -0.146
C 1.376 -2.777 -0.969
H 1.944 -5.674 -2.664
H 0.871 -4.368 -3.170
H 0.445 -5.378 -1.785
H 3.792 -5.107 -1.224
H 4.925 -3.519 0.324
H 0.376 -2.505 -1.288
O 3.712 8.549 -3.570
C 3.093 7.654 -3.297
O 2.365 6.713 -3.034
C 2.722 5.530 -2.211
C 3.982 5.377 -1.700
C 4.176 4.208 -0.952
N 3.224 3.310 -0.751
C 2.030 3.531 -1.278
C 1.682 4.646 -2.041
C 0.964 2.513 -1.046
O -0.167 2.498 -1.339
O 1.476 1.318 -0.322
H 4.794 6.080 -1.842
H 5.146 4.013 -0.511
H 0.696 4.796 -2.459
C -4.099 -2.700 -2.550
C -2.871 -2.216 -2.991
C -2.057 -1.504 -2.125
C -2.490 -1.281 -0.818
C -3.731 -1.743 -0.374
C -4.528 -2.464 -1.251
Sb -1.369 -0.170 0.528
C -0.547 -1.336 2.104
C -0.840 -2.652 2.459
C -0.148 -3.258 3.496
C 0.903 -2.606 4.148
C 1.282 -1.338 3.758
C 0.570 -0.716 2.713
C -2.541 1.294 1.421
C -3.441 1.972 0.600
C -4.291 2.904 1.175
C -4.236 3.151 2.540
C -3.334 2.469 3.349
C -2.476 1.533 2.792
H -4.732 -3.253 -3.231
H -2.561 -2.382 -4.014
H -1.118 -1.096 -2.486
H -4.090 -1.539 0.629
H -5.491 -2.831 -0.922
H -1.656 -3.178 1.977
H -0.437 -4.250 3.822
H 1.417 -3.100 4.962
H 2.099 -0.825 4.249
H 0.816 0.402 2.608
H -3.505 1.770 -0.464
H -5.007 3.430 0.558
H -4.912 3.871 2.982
H -3.312 2.656 4.414
H -1.797 0.985 3.436

Formula: C31H24Cl7LaN8O3SSi
Source: the Open Molecules 2025 dataset
Level of theory: ωB97M-V/def2-TZVPD

## Properties
- HOMO-LUMO gap: 7.2 eV
- Net charge: 0
- Energy relative to the best compared isomer or geometry (same formula, charge and spin): 33.6 kcal per mole

CARTESIAN COORDINATES (ANGSTROEM)
La 0.717 -0.042 0.356
Cl -0.764 7.357 -0.116
C -0.754 5.633 -0.162
C 0.069 4.937 0.708
C 0.068 3.560 0.658
Cl 1.101 2.657 1.705
C -0.727 2.792 -0.225
O -0.742 1.498 -0.225
C -1.524 3.572 -1.095
Cl -2.514 2.747 -2.240
C -1.553 4.951 -1.068
H 0.699 5.458 1.410
H -2.197 5.481 -1.750
S 3.289 -2.626 7.296
N 1.796 -2.251 6.811
C 1.870 -1.624 5.647
C 0.778 -1.104 4.880
C -0.560 -1.242 5.260
C -1.532 -0.662 4.476
C -1.141 0.026 3.329
N 0.111 0.119 2.922
C 1.077 -0.438 3.673
C 2.453 -0.316 3.205
N 2.667 0.298 2.029
C 3.910 0.520 1.638
C 5.026 0.064 2.336
C 4.828 -0.648 3.496
C 3.523 -0.820 3.966
C 3.219 -1.481 5.197
N 4.092 -1.998 6.046
H -0.800 -1.800 6.154
H -2.577 -0.743 4.731
H -1.876 0.529 2.710
H 4.027 1.093 0.725
H 6.015 0.250 1.954
H 5.643 -1.069 4.065
C -2.676 -0.536 -1.379
N -3.842 -1.290 -1.805
C -4.427 -1.945 -0.643
N -3.472 -2.836 0.003
C -2.310 -2.067 0.410
N -1.651 -1.385 -0.731
C -1.289 -2.441 -1.707
N -2.438 -3.217 -2.136
C -3.412 -2.319 -2.743
C -3.045 -3.839 -0.965
H -2.991 0.239 -0.676
H -2.248 -0.053 -2.262
H -5.301 -2.523 -0.959
H -4.743 -1.178 0.070
H -1.588 -2.738 0.887
H -2.637 -1.306 1.127
H -0.562 -3.117 -1.245
H -0.840 -1.975 -2.593
H -4.280 -2.901 -3.061
H -2.964 -1.844 -3.621
H -2.313 -4.503 -0.497
H -3.913 -4.424 -1.285
Cl 0.747 -2.449 1.572
Si 2.327 -1.437 -1.540
Cl 2.651 -2.822 -3.011
Cl 4.006 -1.704 -0.304
Cl -0.633 2.045 -7.457
C 0.203 1.899 -5.956
C -0.455 1.381 -4.850
C 0.247 1.210 -3.673
C 1.593 1.561 -3.601
C 2.241 2.080 -4.709
C 1.538 2.270 -5.885
C 2.253 1.086 -2.359
O 2.835 -0.064 -2.533
O 2.089 1.579 -1.251
H -1.495 1.096 -4.907
H -0.238 0.787 -2.803
H 3.288 2.330 -4.664
H 2.030 2.669 -6.757

Formula: C31H24CoN4O2S
Source: the Open Molecules 2025 dataset
Level of theory: ωB97M-V/def2-TZVPD

## Properties
- HOMO-LUMO gap (spin up / spin down): 7.0 / 7.5 eV
- Net charge: 0
- Multiplicity: 4

CARTESIAN COORDINATES (ANGSTROEM)
Co 0.466 0.342 -0.484
O -1.372 -3.056 -2.015
S -0.878 -2.673 -0.710
O -0.452 -3.723 0.182
N 0.328 -1.533 -0.879
C 1.557 -2.100 -1.242
C 1.785 -3.393 -1.713
C 3.082 -3.888 -1.888
C 4.187 -3.123 -1.634
C 4.018 -1.777 -1.263
C 5.100 -0.904 -1.036
C 4.851 0.401 -0.702
C 3.532 0.846 -0.626
N 2.492 0.061 -0.824
C 2.707 -1.253 -1.109
C -2.284 -1.950 0.142
C -3.460 -2.661 -0.068
C -4.598 -2.326 0.645
C -4.557 -1.294 1.576
C -3.377 -0.598 1.786
C -2.233 -0.928 1.072
H 0.953 -4.035 -1.940
H 3.208 -4.909 -2.224
H 5.187 -3.527 -1.726
H 6.112 -1.276 -1.129
H 5.659 1.095 -0.517
H 3.314 1.884 -0.400
H -3.466 -3.465 -0.792
H -5.511 -2.884 0.485
H -5.447 -1.039 2.137
H -3.329 0.198 2.518
H -1.312 -0.389 1.239
C 1.367 4.472 -0.987
C 1.448 4.914 0.332
C 1.184 4.017 1.347
C 0.830 2.702 1.047
N 0.710 2.296 -0.243
C 0.991 3.168 -1.218
C 0.634 1.636 2.031
C 0.523 1.856 3.409
C 0.461 0.778 4.271
C 0.518 -0.518 3.768
C 0.584 -0.739 2.395
C 0.622 0.329 1.502
H 1.580 5.136 -1.813
H 1.716 5.938 0.552
H 1.264 4.323 2.381
H 0.881 2.793 -2.230
H 0.479 2.867 3.801
H 0.378 0.944 5.338
H 0.493 -1.363 4.446
H 0.593 -1.760 2.026
C -4.221 0.927 -1.922
C -3.640 1.801 -1.013
C -2.274 1.749 -0.820
N -1.466 0.899 -1.466
C -2.034 0.070 -2.348
C -3.394 0.047 -2.599
H -5.288 0.939 -2.100
H -4.234 2.512 -0.456
H -1.796 2.417 -0.114
H -1.375 -0.609 -2.870
H -3.795 -0.665 -3.307

| no. | molar mass (Da) |
| --- | --- |
| 1 | 963.9 |
| 2 | 786.1 |
| 3 | 1003.8 |
| 4 | 575.6 |